1.
23
Properties=species:S:1:pos:R:3 method="wB97M-V/def2-TZVPD" homo_ha=-0.3265 relative_energy_kj_mol=125.7 homo_lumo_gap_ev=10.05 smiles="C=CCCNCCC" total_energy_ev=-8991.187
C -2.004 3.193 -1.654
C -0.971 2.473 -2.052
C 0.031 1.823 -1.148
C 0.017 0.280 -1.134
N -0.137 -0.238 0.214
C 0.126 -1.677 0.290
C 0.155 -2.134 1.749
C 1.572 -2.210 2.351
H -2.238 3.276 -0.601
H -2.651 3.724 -2.342
H -0.685 2.401 -3.094
H -0.173 2.115 -0.115
H 1.048 2.192 -1.294
H -0.870 -0.072 -1.682
H 0.885 -0.141 -1.652
H 0.515 0.222 0.845
H -0.683 -2.171 -0.250
H 1.071 -1.927 -0.206
H -0.402 -1.379 2.309
H -0.424 -3.037 1.918
H 1.702 -1.498 3.163
H 1.765 -3.199 2.777
H 2.349 -2.017 1.609

***

2.
15
Properties=species:S:1:pos:R:3 method="wB97M-V/def2-TZVPD" homo_ha="-0.5258 / -0.5262" multiplicity=2 relative_energy_kj_mol=0.0 homo_lumo_gap_ev="9.57 / 6.74" total_energy_ev=-23361.870 charge=+1
C 1.657 1.076 -0.148
C 1.043 0.556 -1.451
O 1.041 -0.892 -1.535
C 0.092 -1.600 -1.034
O -0.753 -1.281 -0.193
O 0.038 -2.810 -1.480
O 1.036 0.735 0.969
F 2.993 0.592 -0.123
H 1.633 0.877 -2.314
H 0.015 0.928 -1.549
O -4.329 0.183 3.128
C -3.363 -0.046 2.559
O -2.358 -0.352 2.042
Hg -0.498 -0.145 1.400
H 1.755 2.179 -0.270

***

3.
78
Properties=species:S:1:pos:R:3 method="wB97M-V/def2-TZVPD" homo_ha=-0.4397 homo_lumo_gap_ev=5.66 total_energy_ev=-62923.938 charge=+1
N -0.072 1.348 -2.899
C -0.475 0.545 -1.885
N -1.646 0.896 -1.155
C -1.451 0.847 0.322
Cl -3.118 0.531 1.022
C -0.519 -0.301 0.830
C 0.712 -0.584 -0.109
C 1.825 0.488 0.092
C 2.532 1.158 -1.008
C 3.544 2.188 -0.814
C 3.882 2.560 0.543
C 3.250 1.916 1.697
C 2.249 0.902 1.447
N 0.333 -0.609 -1.567
H 0.649 2.063 -2.780
H -0.550 1.295 -3.799
H -2.429 0.289 -1.462
H -1.077 1.857 0.640
H -1.111 -1.259 0.896
H -0.204 -0.048 1.880
H 1.136 -1.590 0.154
H 2.244 0.852 -2.039
H 3.984 2.640 -1.731
H 4.632 3.363 0.719
H 3.493 2.191 2.751
H 1.755 0.436 2.335
H -0.233 -1.443 -1.778
O 6.053 4.875 1.112
H 6.914 4.437 1.117
H 6.243 5.771 1.412
O -3.676 0.168 -3.097
H -3.694 0.160 -4.068
H -4.199 0.945 -2.863
O -3.788 1.143 -5.863
H -4.508 1.730 -6.125
H -3.084 1.744 -5.594
O -1.502 1.767 3.913
H -2.001 2.074 4.685
H -2.179 1.466 3.300
O -3.246 -2.572 -3.892
H -2.515 -2.611 -4.519
H -3.253 -1.654 -3.589
O -3.929 -3.455 -1.204
H -3.945 -3.472 -2.172
H -4.461 -2.684 -0.975
O -6.438 1.067 -2.614
H -7.012 0.293 -2.672
H -5.991 0.962 -1.764
O -4.338 -6.203 -2.761
H -4.391 -5.679 -1.951
H -4.620 -5.595 -3.453
O -3.666 -8.850 -0.759
H -3.719 -8.328 0.049
H -3.948 -8.238 -1.452
O -3.984 2.935 4.918
H -4.022 2.933 3.955
H -4.489 3.717 5.169
O 3.421 -2.139 1.849
H 2.755 -2.061 2.546
H 3.347 -1.309 1.362
O -6.530 2.787 -0.429
H -6.543 2.781 -1.394
H -7.049 3.565 -0.194
O 5.031 -4.919 2.423
H 5.008 -4.927 1.460
H 4.514 -4.139 2.660
O 7.559 2.264 1.008
H 7.526 1.414 0.552
H 8.200 2.125 1.715
O 1.082 0.263 5.064
H 0.371 0.872 4.828
H 1.805 0.838 5.340
O 9.435 3.100 -1.445
H 8.768 3.177 -0.750
H 9.363 3.929 -1.932
O 2.055 -2.793 4.558
H 2.759 -3.304 4.974
H 1.384 -2.714 5.246

***

4.
61
Properties=species:S:1:pos:R:3 method="wB97M-V/def2-TZVPD" homo_ha=0.0181 relative_energy_kj_mol=125.8 homo_lumo_gap_ev=4.15 total_energy_ev=-87045.164 charge=-2
Cu -0.525 0.869 0.060
N 0.397 2.865 -2.208
C -0.303 2.760 -3.384
C -0.725 3.896 -4.092
C -1.347 3.773 -5.322
C -1.581 2.523 -5.881
C -1.188 1.389 -5.177
C -0.556 1.500 -3.952
H 0.347 2.043 -1.598
H 0.183 3.677 -1.646
H -0.564 4.875 -3.655
H -1.657 4.665 -5.856
H -2.078 2.437 -6.840
H -1.382 0.404 -5.587
H -0.257 0.618 -3.397
C -3.669 -3.912 1.270
C -3.586 -2.560 1.588
C -2.437 -1.845 1.288
C -1.331 -2.441 0.672
C -1.433 -3.804 0.379
C -2.581 -4.531 0.671
Si 0.154 -1.278 0.195
C 1.132 -1.347 1.871
C 1.363 -2.532 2.575
C 1.996 -2.534 3.810
C 2.411 -1.338 4.383
C 2.194 -0.147 3.704
C 1.565 -0.159 2.465
C 1.222 -2.454 -0.898
C 2.560 -2.752 -0.623
C 3.332 -3.517 -1.488
C 2.785 -4.012 -2.665
C 1.461 -3.720 -2.968
C 0.702 -2.950 -2.100
H -4.576 -4.469 1.478
H -4.424 -2.061 2.062
H -2.393 -0.784 1.525
H -0.593 -4.308 -0.089
H -2.629 -5.590 0.434
H 1.037 -3.476 2.146
H 2.163 -3.469 4.338
H 2.886 -1.335 5.359
H 2.498 0.796 4.144
H 1.384 0.785 1.956
H 3.004 -2.376 0.291
H 4.366 -3.737 -1.246
H 3.385 -4.610 -3.342
H 1.024 -4.095 -3.888
H -0.329 -2.719 -2.353
N -1.029 2.484 0.633
C -0.676 3.330 1.569
C -1.600 3.843 2.563
C -1.205 4.675 3.588
C 0.115 5.126 3.709
C 1.028 4.720 2.730
C 0.662 3.887 1.696
H -2.632 3.513 2.499
H -1.943 4.996 4.322
H 0.424 5.757 4.537
H 2.055 5.080 2.791
H 1.393 3.575 0.955

***

5.
20
Properties=species:S:1:pos:R:3 method="wB97M-V/def2-TZVPD" homo_ha=-0.5048 relative_energy_kj_mol=287.7 homo_lumo_gap_ev=8.80 total_energy_ev=-8367.828 charge=+1
C 0.465 -0.502 0.762
C -0.689 1.211 -0.807
C 0.194 0.758 0.264
C 1.142 -0.571 2.066
C 0.655 1.957 1.041
N -0.944 0.470 -1.848
N -1.005 -2.263 -2.104
H -0.037 -1.294 0.200
H -0.938 2.187 -0.615
H 2.103 -0.195 2.249
H 1.273 -1.479 2.485
H 0.702 0.031 2.832
H 1.480 2.492 0.566
H 1.082 1.826 2.077
H -0.083 2.644 1.170
H -0.751 -0.568 -1.746
H -1.486 0.827 -2.623
H -0.978 -2.371 -1.089
H -0.239 -2.756 -2.476
H -1.945 -2.403 -2.404

***

6.
11
Properties=species:S:1:pos:R:3 method="wB97M-V/def2-TZVPD" homo_ha=-0.3250 relative_energy_kj_mol=411.1 homo_lumo_gap_ev=9.22 smiles=C#Cc1[nH]nnc1O total_energy_ev=-10709.390
C 2.365 1.633 0.206
C 1.214 1.202 0.245
C -0.091 0.615 0.098
N -1.013 0.817 -0.832
N -1.727 -0.250 -1.067
N -1.272 -1.281 -0.381
C -0.156 -0.904 0.357
O 0.568 -1.595 1.286
H 3.284 2.212 0.306
H -1.445 1.728 -1.208
H 1.715 -1.464 1.131

***

7.
21
Properties=species:S:1:pos:R:3 method="wB97M-V/def2-TZVPD" homo_ha=-0.5395 relative_energy_kj_mol=342.4 homo_lumo_gap_ev=11.70 smiles="CC(=O)N[N+](C)(C)C" total_energy_ev=-10414.647 charge=+1
C 0.817 1.680 2.328
C 0.937 0.839 1.132
O 1.947 0.510 0.542
N -0.326 0.330 0.690
N -0.313 -0.407 -0.567
C 0.412 -1.688 -0.425
C -1.781 -0.642 -0.897
C 0.270 0.203 -1.694
H 0.904 0.869 3.029
H 0.037 2.339 2.735
H 1.711 2.343 2.458
H -1.133 0.999 0.610
H 1.400 -1.561 -0.391
H 0.001 -2.251 0.441
H 0.131 -2.347 -1.239
H -2.268 0.330 -0.913
H -1.912 -1.318 -1.815
H -2.093 -1.435 -0.202
H -0.141 1.222 -1.841
H 1.371 0.503 -1.450
H 0.030 -0.516 -2.529

***

8.
31
Properties=species:S:1:pos:R:3 method="wB97M-V/def2-TZVPD" homo_ha=-0.2648 relative_energy_kj_mol=456.8 homo_lumo_gap_ev=7.74 total_energy_ev=-53867.618 charge=-1
Rb -0.694 -1.367 2.275
B -5.611 -3.821 4.548
F -4.943 -4.346 5.597
F -5.729 -2.499 4.740
F -5.054 -4.100 3.325
F -6.878 -4.361 4.605
B 1.210 -2.277 7.087
F 0.838 -3.539 6.681
F 0.243 -1.367 6.837
F 1.540 -2.227 8.369
F 2.298 -1.937 6.435
C -0.003 -1.022 -5.757
S -0.011 -2.302 -4.416
O -1.328 -2.076 -3.685
C -0.179 -3.740 -5.471
H -0.856 -0.944 -6.432
H 0.911 -1.043 -6.351
H -0.002 -0.016 -5.339
H 0.682 -4.003 -6.085
H -1.105 -3.514 -6.000
H -0.389 -4.590 -4.822
C 1.480 5.851 -1.505
S 1.878 5.007 0.133
O 2.047 3.532 -0.252
C 3.652 5.609 0.214
H 2.063 5.369 -2.290
H 1.735 6.909 -1.564
H 0.413 5.671 -1.632
H 3.593 6.686 0.370
H 4.128 5.316 -0.721
H 4.071 5.143 1.106

***

9.
92
Properties=species:S:1:pos:R:3 method="wB97M-V/def2-TZVPD" homo_ha=-0.1926 relative_energy_kj_mol=0.0 homo_lumo_gap_ev=6.86 total_energy_ev=-98901.160 charge=-1
Pb 0.902 0.006 -2.141
C 4.587 0.796 -1.134
N 3.559 -0.211 -1.333
C 3.934 -1.434 -1.288
C 3.059 -2.556 -1.426
C 3.425 -3.904 -1.407
C 2.247 -4.625 -1.629
C 1.241 -3.670 -1.780
N 1.716 -2.416 -1.649
C 4.610 1.354 0.272
C 3.454 1.430 1.040
C 3.483 1.964 2.319
C 4.676 2.436 2.849
C 5.836 2.363 2.093
C 5.802 1.823 0.816
H 4.411 1.616 -1.835
H 5.583 0.391 -1.365
H 4.996 -1.678 -1.143
H 4.421 -4.292 -1.256
H 2.133 -5.696 -1.689
H 0.197 -3.842 -2.000
H 2.524 1.068 0.628
H 2.568 2.006 2.896
H 4.701 2.855 3.848
H 6.774 2.720 2.502
H 6.714 1.757 0.233
N -0.116 2.620 0.685
P -0.422 0.944 0.594
C 0.210 0.259 2.157
C -0.025 0.815 3.413
C 0.521 0.242 4.548
C 1.305 -0.902 4.441
C 1.539 -1.469 3.199
C 0.995 -0.885 2.060
C -2.218 0.903 0.880
C -3.055 1.707 0.104
C -4.432 1.597 0.217
C -4.991 0.685 1.101
C -4.167 -0.123 1.874
C -2.789 -0.014 1.762
C 0.536 3.315 -0.338
C 0.286 4.676 -0.503
C 0.913 5.338 -1.538
C 1.763 4.641 -2.383
C 1.957 3.300 -2.127
N 1.387 2.648 -1.111
H -0.798 3.178 1.180
H -0.644 1.701 3.505
H 0.339 0.686 5.519
H 1.739 -1.344 5.330
H 2.158 -2.352 3.103
H 1.210 -1.319 1.087
H -2.628 2.372 -0.632
H -5.063 2.207 -0.416
H -6.067 0.599 1.186
H -4.595 -0.839 2.566
H -2.155 -0.641 2.378
H -0.419 5.183 0.143
H 0.714 6.389 -1.705
H 2.227 5.101 -3.242
H 2.575 2.706 -2.792
O 0.112 1.190 -6.768
P 0.251 1.542 -5.208
O 0.777 2.930 -5.080
O 0.997 0.403 -4.549
O -1.272 1.481 -4.704
P -1.869 2.232 -3.366
O -1.419 3.745 -3.607
O -3.342 2.103 -3.363
O -1.113 1.644 -2.200
H 0.006 0.241 -6.895
H -0.557 3.761 -4.092
N -5.163 -6.232 4.798
C -4.761 -5.598 3.928
C -4.257 -4.804 2.842
C -2.951 -4.319 2.878
C -2.474 -3.540 1.843
C -3.296 -3.252 0.754
C -4.597 -3.744 0.712
C -5.076 -4.512 1.756
N -2.824 -2.444 -0.291
C -3.575 -1.664 -1.158
C -2.688 -1.020 -1.956
N -1.404 -1.396 -1.615
C -1.519 -2.241 -0.630
H -2.316 -4.539 3.725
H -1.473 -3.136 1.896
H -5.223 -3.534 -0.142
H -6.087 -4.896 1.728
H -4.641 -1.578 -1.069
H -2.892 -0.266 -2.695
H -0.698 -2.738 -0.141

***

10.
52
Properties=species:S:1:pos:R:3 method="wB97M-V/def2-TZVPD" homo_ha=-0.4791 relative_energy_kj_mol=1015.6 homo_lumo_gap_ev=8.41 total_energy_ev=-103231.882 charge=+1
K 2.608 -1.803 -0.666
K -0.355 -3.407 -1.504
K -2.327 -1.580 0.669
B 0.189 -1.090 -0.245
F 1.245 -0.550 0.481
F -0.842 -0.228 -0.222
F 0.595 -1.294 -1.515
F -0.246 -2.243 0.307
B 1.922 -4.247 -0.787
F 2.837 -4.948 -0.008
F 2.526 -3.601 -1.827
F 1.039 -5.209 -1.355
F 1.223 -3.442 0.071
C -1.640 2.401 -0.457
C -2.192 1.433 -1.532
C -3.676 1.002 -1.435
O -4.260 1.690 -2.533
C -3.319 2.027 -3.398
O -3.511 2.649 -4.449
O -2.165 2.061 -2.787
H -0.565 2.543 -0.565
H -1.821 1.940 0.514
H -2.110 3.383 -0.402
H -1.565 0.544 -1.596
H -4.140 1.344 -0.510
H -3.780 -0.041 -1.736
C 1.912 -1.190 2.389
C 0.437 -0.870 2.543
C -0.353 -2.077 3.062
O -1.017 -1.591 4.241
C -0.564 -0.316 4.533
O -0.910 0.286 5.562
O 0.288 0.117 3.597
H 2.425 -0.338 1.944
H 2.083 -1.998 1.677
H 2.495 -1.357 3.294
H 0.033 -0.526 1.591
H 0.332 -2.913 3.201
H -1.107 -2.375 2.332
C 1.234 1.910 0.649
C 1.889 2.069 -0.733
C 1.578 0.986 -1.719
O 1.299 1.829 -2.824
C 1.057 3.089 -2.490
O 0.568 4.002 -3.147
O 1.409 3.217 -1.253
H 0.167 1.699 0.578
H 1.403 2.887 1.102
H 1.648 1.093 1.239
H 2.926 2.314 -0.502
H 0.667 0.405 -1.576
H 2.431 0.313 -1.803

***

11.
41
Properties=species:S:1:pos:R:3 method="wB97M-V/def2-TZVPD" homo_ha=-0.3317 homo_lumo_gap_ev=8.12 total_energy_ev=-48751.943
C 4.332 0.799 0.148
C 3.988 -0.047 -1.088
C 5.269 -0.382 -1.883
C 2.923 0.700 -1.944
C 1.613 -0.074 -1.927
S 0.301 0.778 -2.847
C -1.156 -0.054 -2.203
C -2.466 0.696 -2.451
C -3.565 -0.164 -1.804
F -4.686 0.523 -1.580
F -3.870 -1.263 -2.526
F -3.009 -0.572 -0.653
H 5.023 0.252 0.797
H 3.449 1.035 0.746
H 4.843 1.719 -0.155
H 3.540 -0.971 -0.701
H 5.226 -0.049 -2.921
H 5.439 -1.462 -1.893
H 6.147 0.054 -1.399
H 2.745 1.683 -1.494
H 3.285 0.858 -2.962
H 1.238 -0.209 -0.905
H 1.667 -1.058 -2.399
H 0.274 1.987 -2.256
H -1.144 -1.031 -2.699
H -0.968 -0.198 -1.136
H -2.471 1.664 -1.948
H -2.688 0.800 -3.517
B -2.717 -0.459 3.523
O -1.612 -1.262 2.923
C -1.096 -0.611 1.914
O -0.203 -0.976 1.187
C -1.849 0.722 1.775
O -1.623 1.537 0.914
O -2.776 0.779 2.693
O -3.985 -1.189 3.477
C -4.461 -1.322 4.714
O -5.476 -1.868 5.022
C -3.460 -0.642 5.671
O -3.558 -0.566 6.856
O -2.465 -0.156 4.930